# 1
{"formula": "C4H9N3O2S", "method": "ωB97M-V/def2-TZVPD", "symbols": ["H", "N", "H", "N", "H", "H", "O", "S", "C", "O", "N", "C", "C", "H", "C", "H", "H", "H", "H"], "xyz": [[-4.84, -0.28, 0.58], [-1.40, 1.39, -0.07], [1.95, -1.23, -0.68], [-1.36, -0.87, -0.16], [1.32, 2.23, -0.30], [-3.05, -2.57, -0.52], [-3.48, -1.72, -0.40], [-3.27, 0.88, 0.03], [-0.69, 0.28, 0.05], [-4.88, 0.51, 0.13], [0.68, 0.17, 0.12], [1.35, 1.44, 0.48], [1.27, -1.10, 0.15], [0.39, -1.74, -0.02], [-2.65, -0.62, -0.26], [2.46, 1.08, 0.70], [1.82, -1.29, 1.06], [1.00, 1.81, 1.40], [-0.89, 2.25, 0.05]], "de_lowest_kcal_mol": 46.9, "e_homo_ev": -8.2227, "lumo_energy_ev": 0.6, "total_charge": 0, "e_tot_ev": -23692.3427, "orbital_gap_ev": 8.824}

=====

# 2
{"formula": "C20H15Cl2N3OPdS", "method": "ωB97M-V/def2-TZVPD", "symbols": ["Cl", "H", "H", "C", "C", "C", "C", "C", "C", "C", "C", "N", "H", "C", "H", "H", "C", "H", "C", "H", "H", "H", "C", "H", "H", "H", "N", "C", "Cl", "C", "Pd", "C", "C", "H", "C", "C", "N", "H", "S", "O", "C", "H", "C"], "xyz": [[1.43, 1.20, 1.96], [1.93, -0.29, -4.47], [4.80, -2.90, 0.52], [0.21, -1.43, 4.73], [-4.81, 2.81, -0.72], [1.07, -0.79, -2.57], [4.19, -2.60, -1.54], [1.04, -0.77, -4.07], [3.21, -2.08, -2.36], [0.40, -0.84, 3.46], [-5.23, 3.06, -2.02], [2.04, -1.27, -0.44], [0.16, -0.22, -4.40], [-3.31, 1.89, -2.87], [0.99, -1.79, -4.47], [-2.72, 1.54, -3.71], [2.96, -1.82, 0.34], [-5.39, 3.17, 0.12], [1.11, 0.37, 3.46], [-4.80, 2.81, -4.10], [2.79, -1.71, 1.41], [5.05, -3.10, -1.96], [1.37, 0.35, 5.84], [-6.14, 3.61, -2.20], [3.27, -2.19, -3.43], [-3.31, 1.90, 0.51], [0.12, -0.27, -1.86], [-2.88, 1.64, -1.57], [-0.65, -2.92, 4.85], [4.07, -2.48, -0.15], [0.45, -0.22, 0.07], [1.59, 0.96, 4.61], [-1.63, 0.92, -1.28], [2.12, 1.90, 4.55], [-3.64, 2.10, -0.50], [0.68, -0.85, 5.89], [-0.97, 0.36, -2.29], [1.75, 0.81, 6.74], [-0.23, -1.62, 2.03], [-1.25, 0.89, -0.05], [-4.47, 2.60, -3.09], [0.51, -1.33, 6.84], [2.12, -1.40, -1.80]], "de_lowest_kcal_mol": 16.2, "e_homo_ev": -7.1609, "lumo_energy_ev": -1.1, "total_charge": 0, "e_tot_ev": -66861.1614, "orbital_gap_ev": 6.042}

=====

# 3
{"formula": "C6H14FeO3", "method": "ωB97M-V/def2-TZVPD", "symbols": ["H", "H", "Fe", "C", "H", "C", "C", "H", "H", "O", "H", "H", "C", "H", "H", "H", "H", "O", "H", "H", "O", "C", "H", "C"], "xyz": [[2.52, -0.26, -3.38], [0.63, -0.18, -2.23], [3.10, 0.80, 0.38], [-0.93, 0.35, 1.61], [-1.30, 1.38, 1.59], [1.12, -0.33, -1.26], [0.43, 0.49, -0.19], [3.50, -1.36, -2.34], [-3.85, -1.30, 1.08], [-0.77, -0.12, 0.27], [-4.68, 0.27, 1.31], [-4.86, -0.64, -0.24], [3.18, -0.33, -2.50], [0.76, -0.71, 2.54], [4.05, 0.32, -2.65], [-3.31, 0.18, 0.13], [0.19, 1.51, -0.53], [2.47, 0.14, -1.35], [1.11, -1.39, -0.98], [-1.63, -0.31, 2.13], [1.28, 0.52, 0.98], [0.49, 0.28, 2.16], [0.70, 1.05, 2.91], [-4.18, -0.38, 0.58]], "de_lowest_kcal_mol": 5.7, "multiplicity": 6, "e_homo_ev": [-23.4092, -22.3577], "lumo_energy_ev": [-13.5, -17.9], "total_charge": 3, "e_tot_ev": -46940.0956, "orbital_gap_ev": [9.942, 4.417]}

=====

# 4
{"formula": "C2HBrF2S", "method": "ωB97M-V/def2-TZVPD", "symbols": ["C", "C", "S", "F", "F", "Br", "H"], "xyz": [[-0.35, -1.48, -0.83], [0.45, -0.55, 0.02], [-1.65, -1.92, 0.39], [0.32, -2.55, -1.28], [-0.85, -0.84, -1.91], [1.90, -1.09, 0.98], [0.05, 0.42, 0.21]], "de_lowest_kcal_mol": 35.4, "e_homo_ev": [-9.4545, -9.4532], "lumo_energy_ev": [-2.2, -2.2], "total_charge": 0, "e_tot_ev": -88400.4079, "orbital_gap_ev": [7.237, 7.232]}

=====

# 5
{"formula": "C6H4BrFO3", "method": "ωB97M-V/def2-TZVPD", "symbols": ["H", "C", "O", "C", "H", "O", "C", "C", "Br", "H", "C", "C", "F", "H", "O"], "xyz": [[-1.74, 0.53, 0.94], [0.83, -0.78, -0.85], [1.40, -1.09, -3.19], [0.94, -0.45, -2.31], [-0.47, 0.89, 2.91], [-1.82, 1.18, -1.65], [-0.75, 0.70, -1.49], [-0.21, -0.11, -0.36], [1.96, -1.94, 0.02], [0.67, 1.39, 1.64], [0.11, 0.55, 2.05], [-0.82, -0.05, 1.01], [-1.18, -1.33, 1.40], [0.82, -0.22, 2.38], [0.24, 0.73, -2.49]], "e_homo_ev": -10.6902, "lumo_energy_ev": -1.1, "total_charge": 0, "e_tot_ev": -85188.8392, "orbital_gap_ev": 9.601}